1.
Here is a molecular structure, H30NO17S at a distorted geometry from OMol25. Energies are from ωB97M-V with the def2-TZVPD basis set.

```
! wB97M-V def2-TZVPD RIJCOSX def2/J DEFGRID3
* xyz -1 1
N 29.378 46.709 15.236
H 29.394 46.289 14.406
H 28.444 46.670 15.656
H 29.880 47.432 14.945
H 29.925 46.154 15.895
S 33.034 47.315 17.091
O 33.799 47.314 15.925
O 32.823 45.962 17.656
O 33.753 48.077 18.078
O 31.757 47.994 16.853
O 34.060 49.872 17.267
H 34.271 49.721 16.403
H 33.907 49.046 17.580
O 35.096 51.378 19.277
H 34.851 51.206 20.189
H 34.585 50.788 18.898
O 36.302 48.288 18.463
H 35.411 48.232 18.066
H 36.670 47.414 18.519
O 36.142 44.898 16.195
H 36.088 45.508 15.498
H 36.052 45.308 17.016
O 30.858 49.199 15.304
H 30.338 49.688 16.120
H 31.206 48.491 15.829
O 33.836 45.155 19.742
H 33.435 45.659 18.864
H 33.790 44.329 19.557
O 33.863 48.408 20.383
H 33.930 47.989 19.535
H 32.876 48.589 20.441
O 33.424 43.729 16.314
H 33.390 44.699 16.585
H 34.404 43.677 16.079
O 35.916 46.907 14.532
H 36.358 47.573 14.759
H 34.980 46.945 14.963
O 30.232 45.864 18.416
H 31.103 45.929 18.384
H 30.022 46.858 18.414
O 29.696 48.334 18.236
H 29.895 48.273 19.119
H 30.623 48.232 17.745
O 32.276 47.215 13.768
H 32.563 48.035 13.385
H 33.001 47.078 14.280
O 34.033 49.112 14.769
H 34.052 48.201 14.951
H 33.127 49.250 14.463
*
```

As for the frontier orbital gap: 8.00 eV. As for the lowest unoccupied orbital energy: 1.4 eV. The HOMO energy comes out at -0.243 Eh.

From a natural (NBO) analysis of the wavefunction, the atomic charges in e read: number 1, N, carries -0.84; number 2, H, carries 0.42; number 3, H, carries 0.45; number 4, H, carries 0.47; number 5, H, carries 0.47; number 6, S, carries 2.76; number 7, O, carries -1.06; number 8, O, carries -1.03; number 9, O, carries -0.98; number 10, O, carries -1.05; number 11, O, carries -1.02; number 12, H, carries 0.46; number 13, H, carries 0.40; number 14, O, carries -0.93; number 15, H, carries 0.45; number 16, H, carries 0.48; number 17, O, carries -0.95; number 18, H, carries 0.48; number 19, H, carries 0.45; number 20, O, carries -0.98; number 21, H, carries 0.49; number 22, H, carries 0.47; number 23, O, carries -1.00; number 24, H, carries 0.47; number 25, H, carries 0.45; number 26, O, carries -1.00; number 27, H, carries 0.48; number 28, H, carries 0.43; number 29, O, carries -0.95; number 30, H, carries 0.48; number 31, H, carries 0.43; number 32, O, carries -1.00; number 33, H, carries 0.48; number 34, H, carries 0.49; number 35, O, carries -0.95; number 36, H, carries 0.46; number 37, H, carries 0.48; number 38, O, carries -0.99; number 39, H, carries 0.47; number 40, H, carries 0.45; number 41, O, carries -0.98; number 42, H, carries 0.47; number 43, H, carries 0.50; number 44, O, carries -0.94; number 45, H, carries 0.47; number 46, H, carries 0.47; number 47, O, carries -0.95; number 48, H, carries 0.44; number 49, H, carries 0.46

2.
Here is C4H8O2 in the gas phase from OMol25. Energies are from ωB97M-V with the def2-TZVPD basis set.

```
! wB97M-V def2-TZVPD RIJCOSX def2/J DEFGRID3
* xyz 0 1
C -1.420 -1.121 -0.169
C -0.745 0.170 -0.635
C 0.448 0.707 0.156
O 0.140 0.870 1.505
C 1.836 0.134 0.026
O 2.616 0.252 0.947
H -2.270 -1.340 -0.829
H -1.808 -1.028 0.850
H -0.746 -1.983 -0.207
H -1.488 0.976 -0.598
H -0.443 0.084 -1.686
H 0.716 1.671 -0.342
H 1.002 0.806 1.956
H 2.165 -0.200 -0.975
*
```

As for the frontier orbital gap: 10.79 eV. As for the lowest unoccupied orbital energy: 0.7 eV. The HOMO energy comes out at -0.370 Eh. The SMILES is CC[C@@H](O)C=O.

From a natural (NBO) analysis of the wavefunction, the atomic charges in e read: number 1, C, carries -0.61; number 2, C, carries -0.41; number 3, C, carries 0.00; number 4, O, carries -0.71; number 5, C, carries 0.41; number 6, O, carries -0.55; number 7, H, carries 0.21; number 8, H, carries 0.22; number 9, H, carries 0.20; number 10, H, carries 0.22; number 11, H, carries 0.20; number 12, H, carries 0.18; number 13, H, carries 0.49; number 14, H, carries 0.13

3.
Here is a molecular structure, C16H39AlBBrCaCl4F4GaN3O12S2V at a distorted geometry from OMol25. Energies are from ωB97M-V with the def2-TZVPD basis set.

```
! wB97M-V def2-TZVPD RIJCOSX def2/J DEFGRID3
* xyz -1 1
C -2.779 -0.367 -0.618
C -2.501 1.073 -0.012
O -2.585 2.133 -0.941
Ga -1.070 2.229 -2.061
Cl -1.302 4.196 -3.254
C -1.046 0.745 -3.532
C -0.872 1.385 -4.977
C 0.728 2.407 -1.042
C 1.132 1.162 -0.118
N 0.511 -0.124 -0.486
N 0.891 1.543 1.314
N 2.621 0.934 -0.200
H -3.850 -0.521 -0.945
H -2.613 -1.088 0.250
H -2.067 -0.684 -1.425
H -3.338 1.249 0.750
H -1.545 1.059 0.589
H -2.067 0.246 -3.515
H -0.243 -0.001 -3.302
H -1.692 2.145 -5.149
H -1.078 0.551 -5.729
H 0.131 1.845 -5.172
H 0.747 3.403 -0.491
H 1.543 2.501 -1.829
H 0.609 -0.765 0.304
H 0.925 -0.531 -1.337
H 0.279 0.835 1.746
H 0.299 2.393 1.294
H 3.106 1.772 -0.522
H 2.835 0.113 -0.767
C -3.152 -7.518 1.465
C -2.204 -6.836 2.443
C -2.672 -5.455 2.882
C -2.786 -4.426 1.754
C -1.507 -4.177 0.958
C -0.375 -3.615 1.810
H -3.241 -6.960 0.530
H -2.782 -8.515 1.219
H -4.151 -7.626 1.900
H -1.206 -6.773 2.001
H -2.114 -7.464 3.329
H -1.984 -5.080 3.657
H -3.653 -5.547 3.371
H -3.122 -3.475 2.189
H -3.576 -4.730 1.062
H -1.729 -3.464 0.159
H -1.178 -5.096 0.466
H -0.673 -2.664 2.284
H 0.501 -3.418 1.191
H -0.074 -4.313 2.595
O 2.637 5.954 3.318
V 1.151 5.357 2.612
O -0.346 4.797 1.923
Al 1.012 7.515 4.708
Br 0.170 -7.674 3.299
C 3.325 -0.766 -3.717
Cl 2.149 -1.689 -2.762
Cl 2.883 0.936 -3.810
Cl 4.943 -0.938 -3.026
H 3.340 -1.172 -4.724
B 4.150 2.357 3.730
F 3.094 2.800 4.590
F 3.846 2.698 2.376
F 5.371 2.987 4.116
F 4.289 0.944 3.843
C -3.215 9.201 -2.655
C -1.952 8.514 -2.202
O -0.977 9.154 -1.859
C -1.950 7.009 -2.193
H -3.074 10.283 -2.611
H -3.443 8.919 -3.684
H -4.043 8.928 -1.997
H -2.122 6.632 -3.200
H -2.722 6.641 -1.515
H -0.981 6.651 -1.846
O 7.218 1.638 2.411
S 8.362 1.514 3.324
O 8.611 2.812 3.959
O 9.541 1.097 2.560
O 8.074 0.516 4.359
Ca -3.053 -2.313 3.726
O -0.357 -5.889 -2.430
S -0.068 -7.197 -1.824
O -1.214 -8.102 -2.005
O 0.168 -7.012 -0.381
O 1.122 -7.781 -2.457
*
```

As for the frontier orbital gap: 1.79 eV. As for the lowest unoccupied orbital energy: -3.6 eV. The HOMO energy comes out at -0.198 Eh.

From a Löwdin analysis of the wavefunction, the atomic charges in e read: number 1, C, carries -0.11; number 2, C, carries -0.39; number 3, O, carries -0.25; number 4, Ga, carries 0.21; number 5, Cl, carries 0.19; number 6, C, carries -0.28; number 7, C, carries -0.23; number 8, C, carries -0.12; number 9, C, carries -0.64; number 10, N, carries 0.06; number 11, N, carries 0.09; number 12, N, carries 0.11; number 13, H, carries 0.08; number 14, H, carries 0.03; number 15, H, carries 0.05; number 16, H, carries 0.10; number 17, H, carries 0.07; number 18, H, carries 0.06; number 19, H, carries 0.01; number 20, H, carries 0.04; number 21, H, carries 0.07; number 22, H, carries 0.05; number 23, H, carries 0.07; number 24, H, carries 0.03; number 25, H, carries 0.07; number 26, H, carries -0.04; number 27, H, carries 0.05; number 28, H, carries 0.04; number 29, H, carries 0.08; number 30, H, carries 0.02; number 31, C, carries -0.07; number 32, C, carries -0.46; number 33, C, carries -0.25; number 34, C, carries -0.27; number 35, C, carries -0.23; number 36, C, carries -0.08; number 37, H, carries 0.07; number 38, H, carries 0.09; number 39, H, carries 0.08; number 40, H, carries -0.07; number 41, H, carries 0.01; number 42, H, carries 0.09; number 43, H, carries 0.11; number 44, H, carries -0.07; number 45, H, carries 0.13; number 46, H, carries 0.11; number 47, H, carries 0.10; number 48, H, carries 0.03; number 49, H, carries 0.09; number 50, H, carries 0.07; number 51, O, carries -0.74; number 52, V, carries 0.68; number 53, O, carries -0.67; number 54, Al, carries 0.77; number 55, Br, carries 0.18; number 56, C, carries -1.50; number 57, Cl, carries 0.60; number 58, Cl, carries 0.58; number 59, Cl, carries 0.54; number 60, H, carries 0.02; number 61, B, carries -1.19; number 62, F, carries 0.04; number 63, F, carries 0.05; number 64, F, carries 0.07; number 65, F, carries 0.06; number 66, C, carries -0.04; number 67, C, carries -0.51; number 68, O, carries 0.05; number 69, C, carries -0.10; number 70, H, carries 0.08; number 71, H, carries 0.08; number 72, H, carries 0.08; number 73, H, carries 0.02; number 74, H, carries 0.09; number 75, H, carries 0.06; number 76, O, carries -0.03; number 77, S, carries 0.31; number 78, O, carries -0.09; number 79, O, carries -0.13; number 80, O, carries -0.10; number 81, Ca, carries 1.39; number 82, O, carries -0.23; number 83, S, carries 0.25; number 84, O, carries -0.22; number 85, O, carries -0.22; number 86, O, carries -0.21

4.
Here is C7H7N3O2S in the gas phase at a distorted geometry from OMol25. Energies are from ωB97M-V with the def2-TZVPD basis set.

```
! wB97M-V def2-TZVPD RIJCOSX def2/J DEFGRID3
* xyz 0 1
N 0.736 0.928 1.798
C 0.295 0.909 0.458
C -1.035 0.315 0.192
C -1.362 -0.782 -0.540
C -0.217 -1.558 -1.217
N 0.292 -2.549 -0.259
C 1.200 -2.258 0.513
S 2.456 -1.585 1.178
C 0.904 -0.642 -1.473
C 1.183 0.295 -0.559
N 2.480 0.929 -0.640
O 2.613 1.969 -0.009
O 3.357 0.383 -1.294
H 0.643 0.017 2.150
H 0.554 1.682 2.417
H 0.124 1.976 -0.028
H -2.053 0.683 0.545
H -2.403 -1.012 -0.648
H -0.506 -2.079 -2.253
H 1.579 -0.873 -2.286
*
```

As for the frontier orbital gap: 8.89 eV. As for the lowest unoccupied orbital energy: -0.5 eV. The HOMO energy comes out at -0.346 Eh. The SMILES is N[C@@H]1C=C[C@H](N=C=S)C=C1[N+](=O)[O-].

From a natural (NBO) analysis of the wavefunction, the atomic charges in e read: number 1, N, carries -0.83; number 2, C, carries -0.16; number 3, C, carries -0.18; number 4, C, carries -0.20; number 5, C, carries -0.13; number 6, N, carries -0.47; number 7, C, carries 0.22; number 8, S, carries 0.10; number 9, C, carries -0.15; number 10, C, carries 0.09; number 11, N, carries 0.50; number 12, O, carries -0.37; number 13, O, carries -0.38; number 14, H, carries 0.37; number 15, H, carries 0.40; number 16, H, carries 0.26; number 17, H, carries 0.23; number 18, H, carries 0.22; number 19, H, carries 0.23; number 20, H, carries 0.26